# 1
Molecular formula: C12H26I2NO7P
Method: DFT, the ωB97M-V functional and the def2-TZVPD basis

Structure (SMILES) = COC[C@H](CCCCOC=O)O[C@@H]([C@@H](I)[C@H](C)I)P(=N)(O)O.O
Frontier orbital gap = 8.807 eV
LUMO = -0.07 eV

Structure (ORCA input):
```
! wB97M-V def2-TZVPD RIJCOSX def2/J DEFGRID3
* xyz 0 1
C 1.38 -2.17 -3.63
O 1.02 -2.48 -2.23
C 1.00 -1.23 -1.40
C -0.58 -0.71 -1.50
C -0.76 0.88 -1.09
C 0.42 1.48 -0.12
C 1.72 2.09 -0.91
C 1.89 3.72 -0.82
O 2.92 4.06 0.19
C 4.24 4.30 -0.46
O 5.33 3.82 0.15
O -1.53 -1.63 -0.85
C -1.37 -1.68 0.61
C -2.74 -1.07 1.27
I -4.59 -1.73 0.22
C -2.87 -1.22 2.90
C -3.75 -2.52 3.40
I -3.98 0.57 3.61
P -0.90 -3.45 1.15
N -1.92 -4.61 0.66
O -0.77 -3.64 2.91
O 0.66 -3.83 0.47
H 2.38 -1.58 -3.75
H 0.50 -1.64 -4.19
H 1.52 -3.23 -4.17
H 1.73 -0.49 -1.97
H 1.34 -1.42 -0.29
H -0.83 -0.76 -2.66
H -0.70 1.50 -2.11
H -1.82 1.15 -0.64
H -0.07 2.39 0.47
H 0.83 0.74 0.69
H 2.70 1.63 -0.40
H 1.78 1.76 -2.04
H 2.32 4.09 -1.87
H 0.90 4.31 -0.63
H 4.37 4.83 -1.49
H -0.48 -0.98 0.98
H -2.70 0.10 1.06
H -1.81 -1.16 3.40
H -3.36 -2.77 4.50
H -3.50 -3.48 2.75
H -4.89 -2.29 3.48
H -2.70 -4.14 0.16
H 0.22 -3.86 3.06
H 0.99 -4.62 1.02
O 2.13 7.14 -0.32
H 1.83 7.56 0.49
H 2.49 6.29 -0.03
*
```

Mulliken population analysis, charges in e, atoms 1 to 5:
1. C -0.652
2. O -0.307
3. C -0.074
4. C 0.189
5. C -0.824

# 2
Molecular formula: C6H10N2O3
Method: DFT, the ωB97M-V functional and the def2-TZVPD basis

ΔE to the lowest compared entry with this formula, charge and spin = 501.8 kJ/mol
Structure (SMILES) = CN1C(=O)O[N+]([O-])=CC1(C)C
Frontier orbital gap = 9.792 eV
LUMO = 0.50 eV

Structure (ORCA input):
```
! wB97M-V def2-TZVPD RIJCOSX def2/J DEFGRID3
* xyz 0 1
C 1.48 1.23 -0.14
C 0.87 -1.43 0.29
C -0.21 -0.53 -0.04
C -0.59 -0.64 -1.55
C -1.39 -0.87 0.87
C -0.69 2.03 0.44
N 0.20 0.82 0.25
N 2.11 -1.07 0.21
O 3.11 -1.67 0.48
O 1.85 2.40 -0.24
O 2.32 0.18 -0.40
H 0.67 -2.37 0.66
H -0.32 0.31 -1.97
H -1.69 -0.68 -1.57
H -0.20 -1.41 -2.08
H -2.14 -0.08 1.01
H -0.93 -1.16 1.88
H -1.86 -1.77 0.46
H -0.04 2.70 0.91
H -1.05 2.35 -0.63
H -1.50 1.68 1.18
*
```

Mulliken population analysis, charges in e, atoms 1 to 5:
1. C 0.530
2. C -1.176
3. C 1.878
4. C -1.549
5. C -1.802

# 3
Molecular formula: C14H16BN6O4PtS2Se
Method: DFT, the ωB97M-V functional and the def2-TZVPD basis

ΔE to the lowest compared entry with this formula, charge and spin = 229.1 kJ/mol
Frontier orbital gap (spin up / spin down) = 5.036 / 5.342 eV
LUMO (spin up / spin down) = -6.26 / -6.07 eV

Structure (ORCA input):
```
! wB97M-V def2-TZVPD RIJCOSX def2/J DEFGRID3
* xyz 1 1
Pt 0.51 1.41 0.19
C -2.34 -0.27 3.22
N -1.19 -1.00 2.70
C -1.11 -2.37 2.53
C 0.14 -2.64 2.07
N 0.81 -1.44 1.95
B 2.32 -1.23 1.57
N 2.53 -1.24 -0.01
C 2.61 -2.36 -0.81
C 3.05 -1.96 -2.03
N 3.24 -0.60 -1.97
C 3.72 0.19 -3.12
C 2.87 -0.19 -0.75
S 2.81 1.44 -0.07
C -0.01 -0.46 2.33
S 0.39 1.23 2.48
H -3.20 -0.93 3.22
H -2.53 0.60 2.61
H -2.14 0.06 4.24
H -1.94 -3.03 2.75
H 0.60 -3.58 1.84
H 2.65 -0.14 1.98
H 2.97 -2.14 2.02
H 2.39 -3.34 -0.44
H 3.25 -2.52 -2.93
H 4.38 -0.44 -3.70
H 4.25 1.07 -2.77
H 2.88 0.51 -3.73
N -6.70 0.75 -0.67
C -5.56 0.87 -0.59
C -4.13 1.01 -0.47
C -3.31 -0.11 -0.49
C -1.96 0.05 -0.31
N -1.42 1.27 -0.12
C -2.19 2.36 -0.14
C -3.56 2.27 -0.31
H -3.73 -1.10 -0.63
H -1.28 -0.78 -0.35
H -1.70 3.31 -0.04
H -4.17 3.16 -0.31
O 0.69 0.93 -1.92
Se 1.15 2.51 -2.30
O 0.82 3.04 -3.79
O 0.35 3.29 -1.06
O 2.80 2.55 -1.89
*
```

Mulliken population analysis, charges in e, atoms 1 to 5:
1. Pt 1.161
2. C -0.825
3. N 0.369
4. C -0.396
5. C -0.495

# 4
Molecular formula: C7H15F2KN2
Method: DFT, the ωB97M-V functional and the def2-TZVPD basis

Frontier orbital gap (spin up / spin down) = 2.743 / 2.730 eV
LUMO (spin up / spin down) = -0.84 / -0.83 eV

Structure (ORCA input):
```
! wB97M-V def2-TZVPD RIJCOSX def2/J DEFGRID3
* xyz 0 1
K 7.25 3.37 8.66
F 6.16 4.85 11.25
C 5.76 4.62 12.57
F 6.22 5.62 13.33
H 6.20 3.65 12.89
C 5.13 3.77 5.99
C 4.48 4.93 6.81
N 5.11 6.21 6.44
C 4.77 6.72 5.12
C 3.46 7.56 5.03
C 6.24 6.58 7.15
C 6.71 8.02 6.94
N 6.81 5.76 7.98
H 5.23 2.88 6.66
H 6.17 4.04 5.65
H 4.50 3.45 5.13
H 4.49 4.71 7.86
H 3.43 5.08 6.53
H 4.65 5.84 4.45
H 5.62 7.29 4.74
H 2.62 7.07 5.56
H 3.24 7.61 3.97
H 3.54 8.60 5.40
H 7.33 8.04 5.99
H 7.28 8.33 7.85
H 5.86 8.74 6.83
H 7.38 6.32 8.61
*
```

Mulliken population analysis, charges in e, atoms 1 to 5:
1. K 0.817
2. F -0.031
3. C -0.437
4. F -0.209
5. H -0.266